The following is a DFT calculation (ωB97M-V/def2-TZVPD) of one molecule with the formula CH2IN2PS at a distorted geometry.

Results
Frontier orbital gap, hartree: 0.3220
Energy relative to the best compared isomer or geometry (same formula, charge and spin), kJ/mol: 13.6
E_HOMO, eV: -9.34
Structure (SMILES): N=[P@H](I)N=C=S
Energy, Eh: -1186.03448
Spin multiplicity: 1

Each line ends with the Mulliken charge.
CARTESIAN COORDINATES (ANGSTROEM)
1 C 0.39270 1.98585 -0.26060  0.50
2 N 0.40623 0.86238 -0.73010  -0.31
3 N -1.22424 -0.73401 1.03175  -0.62
4 P -0.14858 -0.61362 -0.14873  0.34
5 S 0.49561 3.46191 0.24587  -0.28
6 I 1.88910 -1.94098 0.03578  -0.01
7 H -0.73297 -1.28963 -1.23518  0.13
8 H -1.07784 -1.73189 1.06121  0.25